{
  "formula": "C30H56O10",
  "method": "ωB97M-V with the def2-TZVPD basis set",
  "symbols": ["O", "C", "C", "C", "C", "O", "C", "C", "H", "H", "H", "H", "O", "C", "C", "C", "C", "O", "C", "C", "H", "H", "H", "H", "C", "C", "C", "O", "H", "H", "H", "H", "H", "H", "H", "H", "C", "C", "C", "O", "H", "H", "H", "H", "H", "H", "H", "H", "C", "C", "C", "O", "H", "H", "H", "H", "H", "H", "H", "H", "C", "C", "C", "O", "H", "H", "H", "H", "H", "H", "H", "H", "C", "C", "C", "O", "H", "H", "H", "H", "H", "H", "H", "H", "C", "C", "C", "O", "H", "H", "H", "H", "H", "H", "H", "H"],
  "xyz": [[1.20, 2.21, 6.77], [1.06, 1.48, 5.92], [0.79, 1.87, 4.45], [0.64, 0.84, 3.47], [0.87, -0.53, 3.72], [0.82, -1.34, 2.77], [1.04, -1.02, 5.10], [1.26, -0.01, 6.14], [0.51, 2.91, 4.27], [0.29, 1.23, 2.43], [1.05, -2.08, 5.15], [1.18, -0.40, 7.30], [-1.72, 6.05, -2.59], [-1.22, 5.03, -3.05], [0.23, 5.05, -3.51], [0.66, 3.72, -4.27], [-0.16, 2.53, -4.35], [0.21, 1.56, -4.94], [-1.46, 2.63, -3.91], [-2.04, 3.83, -3.19], [0.96, 5.74, -3.38], [1.85, 3.62, -4.44], [-2.18, 1.69, -3.78], [-2.96, 3.94, -3.11], [-4.35, 3.16, -0.01], [-4.74, 2.23, -1.10], [-4.91, 0.87, -0.51], [-6.06, 2.60, -1.58], [-3.46, 2.74, 0.65], [-4.97, 3.33, 0.82], [-4.20, 4.03, -0.56], [-3.95, 2.25, -1.73], [-4.14, 0.38, 0.00], [-5.33, 0.08, -1.31], [-5.53, 0.68, 0.16], [-5.80, 3.26, -2.34], [-2.16, -1.62, 0.86], [-2.06, -3.14, 1.34], [-2.84, -4.18, 0.59], [-0.67, -3.40, 1.26], [-3.08, -1.35, 1.13], [-2.22, -1.65, -0.15], [-1.64, -1.05, 1.52], [-2.25, -3.19, 2.43], [-3.99, -4.09, 0.75], [-2.45, -5.10, 0.95], [-2.66, -3.94, -0.61], [-0.21, -3.06, 2.12], [2.32, -2.97, 1.71], [3.41, -3.87, 1.16], [4.29, -3.04, 0.25], [4.14, -4.33, 2.20], [2.86, -1.99, 2.20], [1.92, -3.49, 2.57], [1.49, -2.43, 1.25], [2.84, -4.53, 0.48], [5.10, -3.63, -0.20], [4.80, -2.01, 0.48], [3.77, -2.50, -0.35], [4.33, -5.14, 1.92], [-0.35, -4.34, -0.84], [-0.34, -3.67, -2.16], [0.71, -2.48, -2.18], [-0.06, -4.65, -3.15], [-0.25, -3.75, 0.01], [0.64, -5.06, -0.74], [-1.00, -5.03, -0.66], [-1.36, -3.23, -2.38], [0.94, -2.02, -1.38], [0.41, -1.62, -2.87], [1.72, -2.88, -2.44], [-0.80, -4.92, -3.49], [3.18, 4.24, -0.02], [3.80, 2.93, -0.68], [4.13, 1.75, 0.27], [2.84, 2.60, -1.65], [2.01, 4.12, 0.25], [3.45, 5.07, -0.63], [3.70, 4.43, 0.77], [4.68, 3.22, -1.06], [4.47, 0.75, -0.13], [3.25, 1.40, 0.95], [4.86, 1.89, 1.09], [3.12, 1.78, -2.14], [-0.17, 0.56, 0.79], [0.03, 0.96, -0.61], [-1.04, 0.26, -1.48], [0.03, 2.32, -0.74], [0.45, 0.98, 1.53], [-0.16, -0.63, 0.97], [-1.20, 0.83, 0.94], [0.90, 0.57, -0.86], [-1.98, 0.51, -1.55], [-1.09, -0.68, -1.33], [-0.63, 0.39, -2.45], [0.66, 2.93, -1.31]],
  "lowdin_charge": [0.17, -0.47, 0.10, 0.01, -0.38, -0.04, 0.06, 0.07, 0.11, 0.07, 0.10, 0.16, 0.10, -0.41, 0.13, 0.08, -0.56, 0.13, 0.05, 0.10, 0.05, 0.15, 0.16, 0.01, -0.05, -0.48, -0.05, -0.06, 0.13, 0.06, 0.05, 0.07, 0.04, 0.15, -0.01, 0.14, -0.01, -0.40, -0.05, -0.16, 0.04, 0.05, 0.03, 0.14, 0.12, 0.07, 0.13, 0.13, -0.07, -0.52, -0.06, 0.06, 0.14, 0.07, 0.05, 0.15, 0.09, 0.12, -0.01, 0.02, -0.09, -0.42, -0.01, 0.01, -0.04, 0.16, -0.02, 0.14, -0.03, 0.10, 0.10, -0.01, -0.01, -0.44, -0.05, -0.08, 0.14, 0.07, -0.01, 0.08, 0.07, 0.10, 0.07, 0.13, -0.05, -0.46, 0.00, -0.05, -0.01, 0.13, 0.10, 0.09, 0.02, -0.02, 0.06, 0.13],
  "de_lowest_kcal_mol": 66.23,
  "energy_ha": -1928.21998,
  "charge": 0
}